No. 1
Below is a cluster of 2 separate species, C4H10N2O3 in total at a distorted geometry, with properties calculated with wB97M-V/def2-TZVPD.

## Properties
SMILES: CCC(=O)NC(N)=O.O
ΔE to the lowest compared entry with this formula, charge and spin (kcal per mole): 23.55

Last column: Löwdin charge in e.
Element x y z (Å)
O (-0.20333, -1.46130, 2.38752)  0.096
C (-0.37733, -0.60384, 1.52970)  -0.432
N (0.55931, -0.31753, 0.42533)  0.141
C (2.00363, -0.30705, 0.41408)  -0.483
N (2.57269, 0.04516, -0.90514)  0.114
O (2.68780, -0.74888, 1.29793)  0.088
C (-1.66224, 0.08876, 1.41507)  -0.179
C (-2.38675, -0.36045, 0.14444)  -0.084
H (0.03412, -0.10892, -0.44479)  0.096
H (1.93443, -0.12390, -1.63384)  0.029
H (3.45475, -0.36310, -1.06557)  0.072
H (-2.21366, -0.21972, 2.35558)  0.141
H (-1.40917, 1.16884, 1.52148)  0.132
H (-2.96735, -1.24840, 0.42548)  0.088
H (-3.05787, 0.40045, -0.18051)  0.059
H (-1.87862, -0.59445, -0.81394)  0.082
H (0.99835, 1.35556, -3.03447)  0.076
H (1.28399, 2.02283, -1.72799)  0.076
O (0.62727, 1.37592, -2.11035)  -0.111

---

No. 2
Below is a cluster of 2 separate species, C4H10N2O3 in total at a distorted geometry, with properties calculated with wB97M-V/def2-TZVPD.

## Properties
SMILES: NC(=O)CO.CC(N)=O
ΔE to the lowest compared entry with this formula, charge and spin (kcal per mole): 5.86

Last column: Löwdin charge in e.
Element x y z (Å)
C (-1.20939, -0.40220, -1.46036)  -0.192
C (-1.21978, 0.24924, -0.07312)  -0.531
N (-2.14145, -0.27212, 0.78325)  0.164
O (-2.18923, 0.20217, -2.28037)  -0.042
O (-0.65603, 1.31412, 0.14365)  0.034
H (-1.94454, 1.12991, -2.39792)  0.100
H (-2.39706, 0.27926, 1.58967)  0.111
H (-2.80622, -0.94686, 0.43885)  0.103
H (-1.47590, -1.46095, -1.39910)  0.121
H (-0.20515, -0.29632, -1.89026)  0.112
C (2.31070, 0.98321, 0.92449)  -0.008
C (1.80955, -0.19490, 0.13736)  -0.602
N (1.08786, -1.10778, 0.88579)  0.148
O (2.03500, -0.38644, -1.03375)  0.044
H (0.92587, -0.96385, 1.86006)  0.096
H (0.81549, -1.98318, 0.45984)  0.112
H (3.04392, 1.52273, 0.33099)  0.087
H (1.47785, 1.65247, 1.10592)  0.067
H (2.73851, 0.68148, 1.87500)  0.078

---

No. 3
Below is a cluster of 2 separate species, C4H10N2OS in total at a distorted geometry, with properties calculated with wB97M-V/def2-TZVPD.

## Properties
ΔE to the lowest compared entry with this formula, charge and spin (kcal per mole): 121.01

Last column: Löwdin charge in e.
Element x y z (Å)
N (4.42942, -0.15076, 1.17220)  -0.013
C (-0.51289, 0.18552, -0.38767)  -0.009
C (0.81885, -0.22130, -0.97789)  -0.678
S (2.12646, 0.96360, -0.80802)  0.603
C (-1.34782, -0.68873, 0.24960)  -0.514
N (-2.63865, -0.25525, 0.55403)  -0.004
C (-3.19317, 0.94046, -0.07819)  -0.107
O (-1.13116, -1.90900, 0.47100)  0.037
H (3.52901, -0.48389, 1.11026)  -0.088
H (4.56548, 0.21213, 0.17992)  -0.002
H (5.12669, -0.90242, 1.28421)  0.018
H (-0.62279, 1.27327, -0.22151)  0.108
H (0.78105, -0.45368, -2.01728)  0.063
H (1.21100, -1.23324, -0.47959)  0.161
H (-3.21190, -1.11331, 0.59357)  0.149
H (-2.94491, 1.03929, -1.21104)  0.115
H (-4.28780, 1.05935, 0.11147)  0.095
H (-2.69689, 1.73798, 0.45490)  0.067

---

No. 4
Below is the molecule C4H10N2OS at a distorted geometry, with properties calculated with wB97M-V/def2-TZVPD.

## Properties
SMILES: NC(=O)[C@H](N)CCS
ΔE to the lowest compared entry with this formula, charge and spin (kcal per mole): 8.17

Last column: Löwdin charge in e.
Element x y z (Å)
N (0.43587, -0.14329, -1.61101)  0.060
C (0.00271, 0.52521, -0.36587)  -0.338
C (-0.02265, -0.39960, 0.84801)  -0.228
C (1.33695, -1.00014, 1.19366)  -0.573
S (1.54159, -2.77441, 0.87231)  0.689
C (-1.41908, 1.01561, -0.64548)  -0.522
N (-1.55169, 2.36080, -0.78753)  0.173
O (-2.34671, 0.23544, -0.72640)  0.060
H (0.01325, -1.07173, -1.70632)  0.087
H (1.43869, -0.27389, -1.61209)  0.062
H (0.68951, 1.36404, -0.26439)  0.135
H (-0.42526, 0.12573, 1.70872)  0.117
H (-0.77465, -1.15894, 0.62829)  0.102
H (1.63346, -0.79662, 2.21839)  0.061
H (2.14764, -0.55184, 0.60445)  0.060
H (0.43931, -3.19052, 1.50196)  -0.149
H (-2.41798, 2.81012, -1.02310)  0.108
H (-0.72095, 2.92404, -0.83362)  0.095

---

No. 5
Below is the molecule C4H10N2OS at a distorted geometry, with properties calculated with wB97M-V/def2-TZVPD.

## Properties
SMILES: NC[C@@H](CS)NC=O
ΔE to the lowest compared entry with this formula, charge and spin (kcal per mole): 42.40

Last column: Löwdin charge in e.
Element x y z (Å)
O (-2.22729, 1.23058, -1.14010)  0.029
C (-1.23181, 1.52803, -1.75921)  -0.361
N (0.01560, 1.02232, -1.53817)  0.045
C (0.43230, 0.26963, -0.32405)  -0.382
C (-0.15954, -1.09993, -0.30963)  -0.536
S (0.34619, -2.32702, 0.96536)  0.691
C (0.38091, 1.13988, 0.96844)  -0.229
N (1.53168, 0.68777, 1.81595)  -0.001
H (-1.20340, 2.48580, -2.29924)  0.128
H (0.82648, 1.44619, -1.94328)  0.122
H (1.50176, 0.15003, -0.55816)  0.134
H (-1.24483, -1.27783, -0.42653)  0.076
H (0.00338, -1.55747, -1.30395)  0.082
H (1.50723, -2.79940, 0.47213)  -0.157
H (0.22194, 2.20072, 0.79953)  0.107
H (-0.59624, 0.81850, 1.37953)  0.118
H (1.35344, 1.23647, 2.65744)  0.068
H (2.33074, 1.10526, 1.34104)  0.065

---

No. 6
Below is the molecule C4H10N2P2 at a distorted geometry, with properties calculated with wB97M-V/def2-TZVPD.

## Properties
SMILES: CC(C)=N[PH2]=[PH2]C#N
ΔE to the lowest compared entry with this formula, charge and spin (kcal per mole): 8.52

Last column: Löwdin charge in e.
Element x y z (Å)
C (-2.45546, 0.37263, -1.24722)  -0.529
C (1.73857, -1.71506, 1.31947)  -0.055
C (0.68113, -1.14983, -0.97939)  -0.066
C (1.08563, -0.62025, 0.39413)  -0.463
N (-2.57222, -0.37988, -2.10876)  0.067
N (0.85057, 0.51480, 0.96431)  -0.251
P (-2.36841, 1.47861, 0.22417)  0.677
P (0.21277, 1.87932, 0.07194)  0.629
H (1.62654, -1.39345, 2.38708)  0.079
H (1.22695, -2.65418, 1.01619)  0.069
H (2.83131, -1.69956, 0.97660)  0.097
H (-0.41797, -1.10567, -1.21730)  0.054
H (1.02512, -2.12917, -1.14304)  0.050
H (0.98330, -0.51573, -1.77576)  0.060
H (-3.67119, 1.55897, 0.49802)  -0.147
H (-2.21033, 2.60558, -0.55755)  -0.105
H (1.51074, 2.31143, -0.14977)  -0.109
H (-0.07706, 2.64143, 1.32689)  -0.056

---

No. 7
Below is the molecule C4H10N2S at a distorted geometry, with properties calculated with wB97M-V/def2-TZVPD.

## Properties
SMILES: CCC(=S)N(C)N
ΔE to the lowest compared entry with this formula, charge and spin (kcal per mole): 43.39

Last column: Löwdin charge in e.
Element x y z (Å)
C (0.17184, 0.25308, 0.89449)  -0.829
C (-1.93581, 0.86411, 0.08069)  -0.103
C (0.96990, -0.59531, -1.35279)  -0.043
C (-0.49733, 1.36119, 0.16033)  -0.275
N (1.46204, -1.85106, 0.63321)  0.019
N (0.85886, -0.66930, 0.10383)  -0.263
S (0.14758, 0.14607, 2.51055)  0.683
H (-2.10965, -0.07032, 0.47755)  0.039
H (-2.68439, 1.65990, 0.20977)  0.086
H (-1.99079, 0.58742, -1.05488)  0.100
H (0.98066, -1.70321, -1.56253)  0.106
H (0.08143, -0.19992, -1.76108)  0.045
H (1.82599, -0.03079, -1.73961)  0.094
H (-0.45276, 2.29797, 0.74458)  0.115
H (-0.27163, 1.51810, -0.86855)  0.076
H (0.98816, -1.91111, 1.61246)  0.049
H (2.45590, -1.65684, 0.91198)  0.100

---

No. 8
Below is a cluster of 2 separate species, C4H10N3 in total at a distorted geometry, with properties calculated with wB97M-V/def2-TZVPD.

## Properties
ΔE to the lowest compared entry with this formula, charge and spin (kcal per mole): 85.08
Charge: +1

Last column: Löwdin charge in e.
Element x y z (Å)
C (0.92962, -0.06001, 0.14199)  -0.521
C (-1.62608, 0.07273, -0.31382)  -0.253
C (1.50474, -1.14048, 1.02283)  0.002
C (0.40399, 1.12508, 0.49174)  -0.012
N (1.29307, -0.20653, -1.16675)  0.109
N (-2.51535, 0.93815, 0.05245)  0.175
N (-1.29730, -0.94034, -0.83571)  0.266
H (2.47125, -1.44383, 0.61655)  0.090
H (0.67900, -1.99759, 0.91706)  0.141
H (1.41763, -0.72543, 2.00797)  0.079
H (0.24643, 1.56119, 1.45116)  0.069
H (0.21221, 2.00087, -0.17655)  0.095
H (0.96142, 0.42429, -1.90245)  0.125
H (-2.11799, 1.88486, 0.39912)  0.175
H (-3.51252, 0.57334, 0.23006)  0.194
H (2.24787, -0.65066, -1.23818)  0.146
H (-1.29798, -1.41565, -1.69749)  0.120

---

Computed gap between HOMO and LUMO, in the same sequence as the records: 10.058; 10.463; 5.130; 9.789; 9.371; 9.152; 9.219; 8.643 eV.
Computed LUMO level, in the same sequence as the records: 0.29; 0.72; -3.37; 0.78; 0.59; 0.68; 0.76; -4.17 eV.
Computed DFT total energy, in the same sequence as the records: -493.6476; -493.6758; -741.1851; -741.3650; -741.3104; -950.5167; -666.0338; -322.3250 a.u..